(1)
Computed, not measured: a 8-piece molecular cluster, C46H96N4O12S2 overall, with ωB97M-V/def2-TZVPD.

Structure (XYZ):
```
160
Properties=species:S:1:pos:R:3:mulliken_charge:R:1
C -17.3821 13.1405 -6.5362 -1.812
C -16.6239 13.0137 -7.8868 1.477
C -17.3944 12.0583 -8.8375 -1.310
C -18.6094 12.6415 -9.6362 -0.859
C -18.1751 13.9420 -10.2965 -1.446
C -17.5220 14.9739 -9.3722 2.489
N -16.4314 14.3267 -8.5824 0.632
O -15.6064 15.2764 -7.8664 0.056
C -16.9094 16.0062 -10.3075 -2.545
C -18.6160 15.6392 -8.4557 -0.675
C -15.2798 12.3227 -7.5891 -1.979
H -18.4626 13.2837 -6.5489 0.359
H -16.9414 13.9045 -5.8958 0.224
H -17.1406 12.2345 -5.9804 0.565
H -16.7255 11.7122 -9.6255 0.407
H -17.7014 11.1919 -8.2517 0.435
H -19.4503 12.9045 -8.9945 0.335
H -18.9534 11.8052 -10.2449 0.439
H -19.0636 14.4576 -10.6611 0.548
H -17.6400 13.7020 -11.2153 0.382
H -15.9330 15.7353 -10.7092 0.149
H -17.6076 16.2740 -11.1005 0.833
H -16.6566 16.9525 -9.8293 0.100
H -18.1432 16.5139 -8.0092 -0.650
H -19.4760 16.0984 -8.9431 0.413
H -18.9721 15.0144 -7.6366 0.173
H -15.2530 11.3048 -7.2001 0.530
H -14.5534 12.9357 -7.0556 0.350
H -14.8172 12.2086 -8.5694 0.311
H -14.8450 15.3581 -8.4454 -0.106
C -12.4543 17.1909 -9.7819 -0.410
C -11.9055 15.9799 -10.5813 2.538
C -10.4179 16.2324 -10.9404 -1.360
C -9.4142 15.9545 -9.8086 -0.464
C -9.5422 14.5248 -9.2254 -1.349
C -11.0090 14.2844 -8.7781 1.740
N -11.9745 14.6102 -9.9212 -0.348
O -13.2571 14.3500 -9.5814 0.157
C -11.0965 12.7669 -8.4655 -1.652
C -11.2010 15.1435 -7.5067 -1.280
C -12.7377 15.8677 -11.9120 -1.911
H -12.7131 18.0037 -10.4604 0.635
H -11.8093 17.5510 -8.9804 -1.109
H -13.3831 16.8595 -9.3174 -0.066
H -10.0516 15.6190 -11.7636 0.392
H -10.4177 17.2421 -11.3511 0.427
H -9.5852 16.8062 -9.1502 -0.002
H -8.4220 16.1239 -10.2270 0.452
H -8.8550 14.4298 -8.3847 0.444
H -9.2011 13.8252 -9.9885 0.394
H -12.1094 12.5852 -8.1060 0.187
H -11.1262 12.0953 -9.3235 0.400
H -10.2999 12.4299 -7.8023 0.428
H -10.9490 14.7257 -6.5320 0.435
H -10.9278 16.1985 -7.4883 0.214
H -12.2845 15.2435 -7.4430 0.042
H -12.3368 15.0373 -12.4933 0.361
H -12.7176 16.7639 -12.5320 0.310
H -13.7990 15.7408 -11.6988 0.128
H -13.6166 14.0821 -10.4303 0.304
C -18.0437 19.4282 -15.1810 -1.745
C -16.8057 19.3191 -16.0220 1.584
C -15.9897 20.6521 -15.9122 -1.418
C -15.1138 20.7459 -14.6506 0.253
C -14.2010 19.5599 -14.6490 -1.578
C -14.8484 18.1352 -14.6652 1.950
N -15.9224 18.1440 -15.7047 0.505
O -16.4711 16.9157 -15.9342 -0.480
C -13.8646 17.1023 -15.1973 -2.352
C -15.1908 17.7455 -13.2211 -0.609
C -17.3057 19.2398 -17.4867 -2.024
H -17.8325 19.2472 -14.1271 0.383
H -18.6931 18.5823 -15.4064 0.379
H -18.6851 20.3087 -15.2192 0.311
H -15.4213 20.8837 -16.8129 0.405
H -16.6408 21.5262 -15.9240 0.336
H -15.6939 20.5674 -13.7452 -0.325
H -14.6090 21.7085 -14.7313 0.491
H -13.6150 19.7048 -13.7415 0.428
H -13.5177 19.7222 -15.4826 0.553
H -14.1508 16.0688 -15.0019 0.360
H -13.8470 17.2135 -16.2815 0.592
H -12.8404 17.1775 -14.8321 0.365
H -14.5150 18.0517 -12.4226 -0.171
H -16.1405 18.2119 -12.9593 -0.313
H -15.2847 16.6597 -13.2375 0.509
H -17.7787 20.1779 -17.7771 0.385
H -18.0796 18.4727 -17.4606 0.436
H -16.4910 19.0080 -18.1727 0.446
H -15.9539 16.6463 -16.6968 0.355
C -20.9398 23.7180 -8.4845 -1.592
C -21.8691 22.5049 -8.3830 1.189
C -21.8168 21.7978 -9.8289 -1.360
C -20.6363 20.7895 -9.8746 0.529
C -20.6740 19.8043 -8.6920 -1.240
C -20.5944 20.5281 -7.3602 1.732
N -21.6910 21.5450 -7.2874 0.313
O -21.7621 22.2187 -6.0797 -0.508
C -20.8615 19.3943 -6.2918 -1.769
C -19.1024 21.0074 -7.1806 -0.162
C -23.4030 23.0111 -8.2061 -1.677
H -21.0444 24.1246 -7.4786 0.450
H -21.2423 24.4077 -9.2725 0.486
H -19.9138 23.3508 -8.5118 0.150
H -22.6437 21.0880 -9.8546 0.429
H -21.8251 22.6284 -10.5346 0.361
H -19.7137 21.3696 -9.8958 -0.408
H -20.7587 20.2478 -10.8125 0.479
H -19.9140 19.0270 -8.7720 -0.153
H -21.5543 19.1643 -8.7516 0.551
H -20.1807 18.5441 -6.2508 0.133
H -20.9177 19.7394 -5.2594 0.480
H -21.8261 18.9046 -6.4255 0.491
H -18.4393 20.1542 -7.0379 -0.930
H -18.7156 21.7192 -7.9099 -0.069
H -19.0540 21.5686 -6.2474 0.574
H -23.7025 23.2943 -7.1970 0.362
H -24.0497 22.1358 -8.2676 0.449
H -23.6433 23.9068 -8.7789 0.364
H -22.0762 21.5590 -5.4570 0.399
C -16.0667 17.5880 -3.6307 -0.900
S -16.7738 18.9152 -4.7484 0.445
O -15.7514 20.0768 -4.8981 -0.609
C -16.6864 17.9375 -6.2972 0.408
H -15.4210 18.0570 -2.8883 0.375
H -15.6486 16.7489 -4.1868 0.201
H -16.9118 17.0938 -3.1514 0.360
H -15.6379 17.8904 -6.5914 0.209
H -17.2439 18.5359 -7.0178 -0.898
H -17.1388 16.9577 -6.1440 0.426
C -13.3804 21.1690 -6.1830 -1.186
S -12.8973 19.9176 -7.4722 1.058
O -12.7169 20.7414 -8.7906 -0.735
C -11.1101 19.6458 -7.0575 -0.797
H -12.8511 22.1158 -6.2904 0.395
H -13.2028 20.7152 -5.2080 0.408
H -14.4308 21.4593 -6.1607 0.290
H -11.0703 19.3170 -6.0191 0.347
H -10.3707 20.4318 -7.2116 0.383
H -10.7515 18.7986 -7.6421 -0.029
C -19.0860 22.4160 -12.8230 1.321
C -19.6111 23.0959 -14.1019 -0.202
O -19.9509 24.3189 -13.6524 -0.364
C -19.5691 24.5361 -12.3299 0.484
O -19.7503 25.6362 -11.7199 -0.633
O -18.9430 23.4875 -11.8880 -0.202
H -18.1094 21.9495 -12.9523 -0.762
H -19.7963 21.6667 -12.4737 -0.095
H -20.4146 22.5766 -14.6243 0.341
H -18.8045 23.0307 -14.8322 0.220
C -15.6711 20.3792 -9.2070 1.430
C -15.6828 21.5952 -10.0644 -0.703
O -16.3511 21.0238 -11.2471 -0.396
C -17.2237 20.0474 -10.8276 0.555
O -18.0500 19.4249 -11.5837 -0.657
O -16.8270 19.7027 -9.5655 -0.101
H -15.7630 20.6464 -8.1542 -0.186
H -14.8327 19.7191 -9.4294 -0.760
H -14.6922 21.6009 -10.5192 0.426
H -16.0183 22.5517 -9.6635 0.207
```

Calculated values
* charge: 0
* highest occupied orbital energy: -8.05 eV
* Kohn-Sham gap: 8.34 eV
* E_LUMO: 0.28 eV
* strongest force on any atom: 0.119 Eh/bohr
* E: -3728.19877 Ha
* ΔE to the lowest compared entry with this formula, charge and spin: 0.0 kJ/mol

=====

(2)
Computed, not measured: a 6-piece molecular cluster, C47H103N5O2 overall, with ωB97M-V/def2-TZVPD.

Structure (XYZ):
```
157
Properties=species:S:1:pos:R:3:mulliken_charge:R:1
C 1.4282 -3.0719 -3.1498 -1.458
C 2.6758 -2.6454 -2.4743 -0.007
C 2.5211 -2.5878 -0.9383 -0.097
N 3.6409 -1.9288 -0.0652 0.059
C 3.5114 -2.5357 1.3546 -0.296
C 4.3247 -1.8265 2.4100 -1.426
C 4.0539 -0.3261 2.3962 -0.514
C 4.1285 0.3544 0.9657 -0.142
C 3.4239 -0.3793 -0.1054 0.782
C 5.1033 -2.2292 -0.5241 -0.981
H 1.1261 -4.0722 -2.8394 0.432
H 1.4918 -3.0106 -4.2362 0.543
H 0.5912 -2.3979 -2.9676 0.127
H 2.8238 -1.6320 -2.8475 -0.051
H 3.5737 -3.1841 -2.7771 0.563
H 2.5805 -3.5938 -0.5230 0.669
H 1.5790 -2.1097 -0.6698 -0.485
H 2.4526 -2.3610 1.5458 0.010
H 3.6755 -3.6127 1.3210 0.684
H 4.0291 -2.2507 3.3696 0.588
H 5.3501 -2.0806 2.1417 0.378
H 3.0810 -0.2446 2.8811 -0.107
H 4.6657 0.2476 3.0924 0.633
H 3.8323 1.3886 1.1410 -0.441
H 5.1538 0.4710 0.6147 0.587
H 2.3579 -0.3910 0.1218 -0.946
H 3.6106 0.1245 -1.0537 0.521
H 5.2162 -1.7057 -1.4734 0.379
H 5.2346 -3.2912 -0.7315 0.427
H 5.8887 -1.9841 0.1910 0.413
C -5.3214 -1.1276 1.9691 -1.441
C -4.9488 -1.9983 0.8406 0.901
C -5.5683 -1.5642 -0.5634 -0.894
N -4.9560 -2.2153 -1.8322 0.318
C -3.8790 -1.3090 -2.4800 0.190
C -3.0449 -1.9941 -3.5722 -0.749
C -2.5261 -3.3517 -3.1561 0.136
C -3.6319 -4.1997 -2.5129 -1.150
C -4.2907 -3.5663 -1.3402 -0.379
C -6.1252 -2.4449 -2.8064 -0.975
H -4.8500 -0.1463 2.0233 0.247
H -5.0586 -1.6013 2.9150 0.254
H -6.3741 -0.8491 1.9217 0.459
H -5.1227 -3.0289 1.1501 0.620
H -3.8718 -1.8373 0.7926 -0.665
H -5.3622 -0.4940 -0.5768 0.325
H -6.6430 -1.7393 -0.5151 0.391
H -3.2571 -1.0263 -1.6306 -0.532
H -4.3493 -0.3585 -2.7318 0.603
H -2.1692 -1.4105 -3.8564 0.149
H -3.6485 -1.9403 -4.4782 0.438
H -1.7726 -3.2560 -2.3743 -0.318
H -2.0627 -3.8676 -3.9971 0.579
H -3.2115 -5.0944 -2.0536 0.471
H -4.3482 -4.5139 -3.2720 0.392
H -3.5264 -3.3425 -0.5959 0.117
H -5.0849 -4.2507 -1.0421 0.464
H -5.9026 -3.0486 -3.6862 0.406
H -6.4756 -1.4366 -3.0268 0.390
H -6.9160 -3.0132 -2.3168 0.429
C -1.7964 6.9034 2.8782 -1.307
C -1.3526 5.4825 2.5388 -0.452
C 0.1849 5.2180 2.8216 -0.546
N 0.6518 3.8098 2.4305 0.155
C 0.2959 3.4204 0.9964 0.178
C 1.2558 4.1594 -0.0157 -0.816
C 2.6718 3.9764 0.2776 0.851
C 3.0158 4.4484 1.6332 -1.143
C 2.2018 3.8088 2.7046 -0.420
C 0.0695 2.7577 3.3868 -1.034
H -1.7922 6.8832 3.9680 0.400
H -2.8378 7.0290 2.5820 0.367
H -1.1696 7.7532 2.6079 0.355
H -1.3423 5.5117 1.4492 0.320
H -1.9631 4.6160 2.7928 0.305
H 0.3167 5.3118 3.8996 0.497
H 0.8075 5.8461 2.1845 0.468
H -0.7591 3.6418 0.8355 0.797
H 0.3964 2.3369 0.9327 -0.785
H 1.0375 5.2222 -0.1198 0.517
H 1.0988 3.7189 -1.0002 -0.129
H 3.4230 4.3825 -0.3998 0.543
H 2.8452 2.9017 0.2229 -0.758
H 2.9488 5.5348 1.6919 0.393
H 4.0503 4.1171 1.7236 0.526
H 2.2764 4.3014 3.6740 0.376
H 2.5002 2.7744 2.8755 0.362
H 0.5610 1.8342 3.0807 0.260
H -1.0104 2.6513 3.2835 0.332
H 0.3143 3.0241 4.4150 0.411
C 0.2208 0.8235 -2.2614 0.161
C 0.4155 1.5680 -3.5573 -0.617
C 1.7773 2.1849 -3.6160 -0.480
N 2.2827 2.4358 -5.1035 0.318
C 3.7136 3.0326 -5.0243 -0.701
C 4.2819 3.6953 -6.2527 -0.845
C 3.2650 4.7432 -6.6656 -0.714
C 1.9031 4.1300 -7.0047 -0.693
C 1.2918 3.4704 -5.7500 -0.671
C 2.3206 1.1225 -6.0180 -0.854
H -0.5240 0.0397 -2.3996 -0.232
H -0.0628 1.4972 -1.4528 0.001
H 1.1401 0.2895 -2.0210 -0.128
H -0.3053 2.3829 -3.6250 0.501
H 0.1287 0.9232 -4.3881 0.334
H 2.5814 1.5281 -3.2840 0.139
H 1.8923 3.1364 -3.0967 0.347
H 3.7260 3.6919 -4.1564 0.414
H 4.3821 2.2385 -4.6918 0.439
H 5.2305 4.1921 -6.0493 0.475
H 4.6966 2.9002 -6.8724 0.374
H 3.0661 5.3383 -5.7744 0.281
H 3.6543 5.3885 -7.4531 0.409
H 1.3288 5.0131 -7.2845 0.422
H 1.9339 3.4251 -7.8355 0.316
H 1.1124 4.1931 -4.9540 0.480
H 0.3248 3.0245 -5.9826 0.388
H 1.2620 0.9173 -6.1768 0.409
H 2.7752 0.3097 -5.4515 0.200
H 2.8363 1.3530 -6.9502 0.458
C -2.9660 0.1395 4.8693 -1.307
C -2.8281 -1.4088 5.0104 -0.849
C -1.8529 -2.0193 3.9388 1.179
N -1.7249 -3.5488 4.0236 0.104
C -0.6626 -4.0250 2.9998 -0.349
C 0.7627 -3.7478 3.4900 0.137
C 1.0668 -4.2002 4.8738 -1.204
C 0.0069 -3.7392 5.8641 -0.431
C -1.4408 -4.1829 5.4636 -0.672
C -3.0423 -4.3167 3.5354 -1.027
H -3.3661 0.4045 3.8906 0.136
H -2.0034 0.6267 5.0244 0.377
H -3.6689 0.4290 5.6505 0.480
H -3.7739 -1.9443 4.9276 0.550
H -2.4459 -1.5988 6.0134 0.341
H -0.8530 -1.5945 3.8505 0.244
H -2.2657 -1.8691 2.9412 -1.115
H -0.8557 -3.3672 2.1524 -0.040
H -0.8045 -5.0329 2.6099 0.614
H 0.8936 -2.6668 3.5378 -0.222
H 1.6051 -3.9467 2.8274 0.563
H 2.0321 -3.8043 5.1894 0.398
H 1.1167 -5.2888 4.8974 0.383
H 0.1776 -2.6665 5.7719 0.131
H 0.3595 -4.0284 6.8541 0.489
H -2.2209 -3.7516 6.0909 0.471
H -1.5570 -5.2541 5.2991 0.503
H -3.8107 -4.1420 4.2885 0.484
H -2.8225 -5.3836 3.5744 0.539
H -3.4195 -3.9990 2.5633 0.215
C -1.8279 0.6115 0.8489 0.129
C -0.8569 -0.6003 0.6587 0.339
O 0.1331 -0.7182 1.4012 -0.181
O -1.1458 -1.4675 -0.1937 -0.212
H -1.6030 1.4878 0.2408 0.268
H -1.8917 0.8604 1.9081 -0.164
H -2.8222 0.2807 0.5488 -0.274
```

Calculated values
* charge: +5
* highest occupied orbital energy (spin up / spin down): -20.77 / -20.77 eV
* Kohn-Sham gap (spin up / spin down): 10.70 / 5.35 eV
* E_LUMO (spin up / spin down): -10.07 / -15.42 eV
* strongest force on any atom: 0.089 Eh/bohr
* E: -2274.89689 Ha
* <S²>: 0.756
* ΔE to the lowest compared entry with this formula, charge and spin: 0.0 kJ/mol
* 2S+1: 2